1.
Density functional theory data (ωB97M-V with the def2-TZVPD basis set) for a molecular structure, C23H61FFeO8.

Geometry as ORCA input:
```
! wB97M-V def2-TZVPD RIJCOSX def2/J DEFGRID3
* xyz 2 7
Fe -1.35 3.71 0.07
C -1.57 -0.53 0.85
C -0.88 0.36 -0.18
O -1.28 1.70 -0.02
H -2.65 -0.36 0.81
H -1.30 -0.13 1.82
H -1.26 -1.57 0.77
H -1.15 0.11 -1.21
H 0.21 0.29 -0.18
F -1.28 3.97 -1.92
C 4.46 1.15 1.32
C 2.95 0.88 1.43
C 2.74 -0.41 2.21
O 2.34 1.96 2.16
H 4.66 2.10 0.81
H 5.01 0.34 0.85
H 4.84 1.35 2.32
H 2.46 0.87 0.45
H 3.23 -0.36 3.19
H 3.22 -1.25 1.71
H 1.71 -0.69 2.41
H 2.57 1.90 3.09
C -0.35 3.19 4.25
C -1.34 2.54 3.16
C -2.68 2.06 3.81
O -1.67 3.49 2.15
H 0.15 2.48 4.90
H -0.80 3.99 4.83
H 0.53 3.63 3.77
H -0.81 1.67 2.76
H -3.26 2.88 4.23
H -2.40 1.39 4.61
H -3.23 1.44 3.11
H -2.06 4.19 2.69
C -3.02 -0.56 -4.00
C -3.76 -0.22 -2.73
C -3.86 1.24 -2.47
O -5.05 -0.78 -2.89
H -2.11 0.03 -4.12
H -3.65 -0.30 -4.85
H -2.76 -1.62 -4.03
H -3.22 -0.70 -1.91
H -2.91 1.74 -2.67
H -3.98 1.38 -1.40
H -4.64 1.74 -3.03
H -5.28 -0.55 -3.79
C -3.08 -4.97 -3.46
C -2.48 -5.11 -1.99
C -1.93 -3.78 -1.54
O -3.51 -5.48 -1.12
H -3.73 -4.11 -3.61
H -3.58 -5.87 -3.81
H -2.27 -4.86 -4.18
H -1.67 -5.83 -1.97
H -2.74 -3.08 -1.31
H -1.22 -3.33 -2.23
H -1.44 -4.02 -0.59
H -4.20 -4.82 -1.06
C 2.63 5.06 0.56
C 1.64 4.34 -0.36
C 2.33 3.45 -1.39
O 0.76 3.71 0.51
H 2.18 5.73 1.30
H 3.35 5.59 -0.06
H 3.26 4.34 1.09
H 1.10 5.14 -0.86
H 1.57 2.90 -1.95
H 2.98 2.71 -0.91
H 2.96 3.99 -2.09
H 1.32 3.13 1.04
C 0.00 -3.50 2.36
C 0.74 -4.14 3.54
C -0.21 -4.63 4.62
O 1.50 -5.27 3.06
H -0.66 -2.69 2.68
H -0.58 -4.21 1.78
H 0.67 -2.99 1.67
H 1.48 -3.47 3.99
H -0.69 -5.55 4.30
H -1.02 -4.04 5.05
H 0.33 -4.86 5.54
H 0.86 -5.87 2.67
C 1.78 0.06 -3.53
C 3.15 0.81 -3.71
C 4.09 0.86 -2.48
O 3.86 0.20 -4.76
H 1.09 0.60 -2.88
H 2.06 -0.93 -3.17
H 1.29 -0.07 -4.49
H 2.96 1.85 -3.98
H 4.64 1.79 -2.41
H 4.79 0.03 -2.45
H 3.53 0.69 -1.56
H 4.57 0.81 -4.98
*
```

highest occupied orbital energy (spin up / spin down)	-0.508 / -0.508	hartree
gap between HOMO and LUMO (spin up / spin down)	8.7 / 2.3	eV

Here are the Löwdin charges for atoms 1 to 2, given in e: 1.131, -0.047



2.
Density functional theory data (ωB97M-V with the def2-TZVPD basis set) for a molecular structure, C23H62AsF6O22S8.

Geometry as ORCA input:
```
! wB97M-V def2-TZVPD RIJCOSX def2/J DEFGRID3
* xyz -1 1
As -1.48 -0.31 -0.67
F -0.46 -0.96 -2.05
F -0.15 -0.34 0.56
F -2.40 0.38 0.64
F -2.82 -0.04 -1.82
F -1.92 -2.02 -0.29
F -0.84 1.31 -1.08
O -0.27 6.33 10.18
S -0.70 6.35 8.77
O -0.09 7.27 7.82
O -0.50 4.82 8.11
C -0.19 4.60 6.74
C 1.34 4.34 6.59
C -2.54 6.65 8.85
H -0.45 5.44 6.08
H -0.51 3.70 6.22
H 1.65 4.25 5.54
H 1.77 3.41 6.96
H 1.89 5.22 6.92
H -2.98 6.41 7.88
H -2.61 7.69 9.17
H -3.00 6.04 9.62
O 5.28 5.24 -7.98
S 4.43 4.38 -8.75
O 3.27 4.95 -9.40
O 5.44 3.70 -9.90
C 4.92 3.51 -11.18
C 5.91 2.66 -11.95
C 4.04 2.72 -7.90
H 4.79 4.52 -11.55
H 3.99 2.94 -11.18
H 6.10 1.78 -11.35
H 6.87 3.18 -11.98
H 5.61 2.26 -12.92
H 5.02 2.64 -7.41
H 3.96 1.91 -8.62
H 3.28 3.06 -7.20
O -3.34 -11.67 -3.86
S -3.63 -11.75 -2.41
O -5.01 -11.96 -2.04
O -2.76 -13.01 -1.69
C -2.95 -13.28 -0.32
C -3.48 -14.66 -0.17
C -2.90 -10.33 -1.48
H -3.70 -12.71 0.24
H -2.04 -13.26 0.28
H -3.44 -14.83 0.91
H -2.78 -15.39 -0.58
H -4.44 -14.83 -0.65
H -1.81 -10.33 -1.42
H -3.12 -10.27 -0.42
H -3.24 -9.39 -1.93
O -6.49 8.09 -5.21
S -5.30 8.84 -5.75
O -5.17 9.17 -7.16
O -5.19 10.24 -4.82
C -6.29 11.17 -4.91
C -5.82 12.58 -5.08
C -3.66 8.03 -5.15
H -6.83 11.16 -3.96
H -7.13 10.91 -5.57
H -6.00 12.98 -6.08
H -4.76 12.76 -4.88
H -6.15 13.38 -4.42
H -3.56 8.06 -4.06
H -2.82 8.59 -5.54
H -3.67 6.95 -5.33
O 8.10 -1.28 2.53
S 8.68 -1.70 1.27
O 9.24 -0.78 0.33
O 9.85 -2.80 1.88
C 10.64 -3.43 0.90
C 11.82 -4.25 1.63
C 7.56 -2.83 0.48
H 11.02 -2.65 0.24
H 10.03 -4.17 0.39
H 11.21 -4.94 2.23
H 12.38 -3.52 2.22
H 12.44 -4.91 1.03
H 6.65 -2.28 0.22
H 7.46 -3.71 1.11
H 8.08 -3.02 -0.46
O -9.14 8.94 3.11
S -8.77 8.23 4.36
O -9.72 7.45 5.13
O -7.41 7.38 4.29
C -6.71 7.21 3.07
C -7.31 6.03 2.24
C -8.10 9.36 5.64
H -5.70 6.92 3.38
H -6.47 8.15 2.57
H -6.55 5.83 1.48
H -8.24 6.38 1.78
H -7.41 5.09 2.77
H -8.64 10.30 5.76
H -7.13 9.73 5.31
H -7.95 8.77 6.55
O -1.07 -8.95 6.06
S -1.72 -7.91 6.83
O -3.22 -7.86 7.02
O -1.06 -7.75 8.34
C 0.27 -8.01 8.50
C 0.79 -7.39 9.87
C -1.04 -6.27 6.21
H 0.94 -7.80 7.67
H 0.50 -9.02 8.84
H 0.10 -7.65 10.68
H 0.83 -6.31 9.73
H 1.81 -7.71 10.06
H 0.04 -6.32 6.12
H -1.28 -5.54 6.99
H -1.44 -6.01 5.23
C 5.07 -4.29 -6.54
S 5.67 -5.98 -6.20
O 6.53 -5.83 -4.96
C 4.04 -6.45 -5.66
H 6.03 -3.83 -6.79
H 4.62 -3.86 -5.64
H 4.35 -4.17 -7.35
H 3.26 -6.24 -6.39
H 3.86 -6.04 -4.67
H 4.05 -7.51 -5.44
*
```

highest occupied orbital energy	-0.304	hartree
gap between HOMO and LUMO	9.6	eV
energy above the lowest of the compared OMol25 structures with the same formula, charge and spin	183.9	kcal per mole

Here are the Löwdin charges for atoms 1 to 2, given in e: 0.876, -0.333



| no. | total energy (hartree) | F_max (hartree/bohr) |
| --- | --- | --- |
| 1 | -2877.64531 | 0.0699 |
| 2 | -8589.13148 | 0.0965 |